75
Properties=species:S:1:pos:R:3:mulliken_charge:R:1 method="wB97M-V/def2-TZVPD" homo_energy_ev="-4.38 / -5.08" de_lowest_kcal_mol=2.7 total_charge=-1 lumo_ev="2.0 / 1.4" e_tot_ev=-155492.686 multiplicity=1 orbital_gap_ev="6.36 / 6.45"
Tl -0.9071 -0.4679 1.0077 1.044
C -2.6327 2.7922 -3.7804 -1.247
C -2.4263 2.9098 -2.2979 0.470
C -2.4392 4.1272 -1.6275 -0.559
C -2.1694 4.1742 -0.2692 -0.717
C -1.9031 2.9711 0.3632 -0.027
Br -1.5304 2.9372 2.2256 -0.110
N -1.8945 1.8035 -0.2370 0.202
C -2.1443 1.7822 -1.5461 -0.165
H -3.4171 3.4667 -4.1268 0.465
H -2.9035 1.7711 -4.0557 0.100
H -1.7097 3.0458 -4.3060 0.242
H -2.6464 5.0442 -2.1674 0.433
H -2.1603 5.1004 0.2854 0.450
H -2.0925 0.8150 -2.0250 0.354
C -2.2321 -3.0408 4.8376 -1.442
C -2.3411 -1.8313 3.9345 0.497
S -1.1720 -0.6190 4.1107 -0.271
C -3.4031 -1.7948 3.0138 0.438
C -4.3718 -2.9559 3.0067 -1.529
S -3.6864 -0.5413 1.9101 -0.337
H -1.3909 -2.9254 5.5150 0.362
H -2.0864 -3.9553 4.2553 0.288
H -3.1414 -3.1800 5.4285 0.332
H -4.8753 -3.0593 3.9722 0.335
H -3.8557 -3.9001 2.8117 0.291
H -5.1232 -2.8084 2.2364 0.391
O 3.7277 0.2268 1.3052 -0.416
C 2.4947 0.5064 1.7186 -0.566
O 1.6588 0.9847 0.9923 -0.353
C 2.2194 0.1510 3.1761 1.201
N 3.4515 -0.3336 3.8207 -0.652
C 3.9347 0.7002 4.7655 -0.705
C 3.1097 1.9499 4.4501 -0.657
C 1.7766 1.3794 3.9693 -0.489
H 1.4412 -0.6159 3.1676 0.228
H 4.1574 -0.1771 2.0973 0.398
H 3.2861 -1.2113 4.2901 0.298
H 5.0041 0.8677 4.6302 0.318
H 3.7733 0.3835 5.7994 0.349
H 3.5837 2.5285 3.6536 0.247
H 3.0064 2.5989 5.3187 0.434
H 1.1934 2.0660 3.3586 0.015
H 1.1623 1.0571 4.8114 0.354
O 6.5302 0.8349 -2.0953 -0.652
N 6.0058 -0.2627 -2.1579 1.053
O 6.6208 -1.3073 -2.2796 -0.661
C 4.5525 -0.3365 -2.0831 -0.622
C 3.8265 0.8199 -1.9318 -0.373
C 2.4453 0.7570 -1.8866 -0.516
C 1.7272 -0.4530 -1.9531 0.285
O 0.4298 -0.5346 -1.8932 0.076
C 2.5565 -1.6149 -2.0741 0.637
C 3.9252 -1.5734 -2.1635 -0.815
N 1.8890 -2.8412 -2.2112 0.778
O 0.6999 -2.8778 -1.5187 -0.528
O 2.4282 -3.9112 -2.5311 -0.778
N 1.7633 2.0480 -1.7879 1.241
O 2.3699 2.9731 -1.2829 -0.699
O 0.6487 2.1411 -2.2634 -0.595
H 4.3172 1.7771 -1.8543 0.610
H 4.4831 -2.4884 -2.2893 0.618
O -0.3637 -2.0005 -3.6339 -0.675
B -0.2205 -1.9733 -2.1752 0.847
O -1.5475 -1.9507 -1.5958 -0.737
C -2.3645 -1.6217 -2.6349 -0.022
C -3.7017 -1.3109 -2.5822 -0.345
C -4.3308 -0.9849 -3.7897 -0.589
C -3.6300 -0.9910 -4.9844 -0.586
C -2.2700 -1.3229 -5.0279 -0.780
C -1.6509 -1.6327 -3.8375 0.801
H -4.2261 -1.2928 -1.6349 0.506
H -5.3805 -0.7202 -3.7861 0.380
H -4.1424 -0.7372 -5.9040 0.364
H -1.7161 -1.3346 -5.9569 0.479

***

68
Properties=species:S:1:pos:R:3:mulliken_spin:R:1 method="wB97M-V/def2-TZVPD" homo_energy_ev="-9.54 / -9.86" total_charge=+1 lumo_ev="-4.8 / -4.5" e_tot_ev=-214332.161 multiplicity=2 orbital_gap_ev="4.71 / 5.38"
W -0.1019 -0.4289 -0.4428 0.419
C 1.6881 0.4730 4.2018 0.012
C 0.9450 -0.1053 3.0305 -0.068
N -0.3759 -0.1559 3.0022 0.344
O -1.1272 0.2634 4.0772 0.064
C 1.6089 -0.6192 1.8989 0.422
C 3.0908 -0.5277 1.6846 0.007
N 0.8338 -1.3144 1.0103 0.022
O 1.3879 -1.4111 -0.3007 -0.011
H 1.5240 -0.1454 5.0855 -0.005
H 1.3378 1.4847 4.4150 -0.001
H 2.7561 0.5110 4.0163 -0.004
H -0.5746 0.3895 4.8671 -0.001
H 3.4445 0.5034 1.7351 0.019
H 3.3497 -0.9401 0.7053 0.002
H 3.6152 -1.1104 2.4445 0.015
N -1.3830 1.0034 -1.4584 -0.018
C -1.5396 2.0014 -2.0834 0.005
C -1.7257 3.0707 -2.9155 0.006
C -0.7021 3.3654 -3.8510 0.000
C -0.9050 4.3469 -4.7932 0.000
C -2.1006 5.0573 -4.8319 -0.001
C -3.0805 4.8165 -3.8755 0.001
C -2.9093 3.8433 -2.9190 0.000
H 0.2253 2.8117 -3.8080 0.000
H -0.1252 4.5704 -5.5044 0.000
H -2.2558 5.8086 -5.5893 0.000
H -3.9876 5.3994 -3.8789 0.000
H -3.6675 3.6688 -2.1725 0.000
Br 3.4228 4.6936 3.1595 0.000
C 3.3256 3.8875 1.4371 0.001
C 4.3141 4.1539 0.4936 -0.001
C 4.2507 3.5309 -0.7492 0.000
C 3.2244 2.6664 -1.0514 0.001
C 2.2239 2.4019 -0.0933 0.022
C 2.2839 3.0312 1.1667 0.005
C 1.1892 1.4748 -0.3595 0.012
O 0.2220 1.1889 0.4962 0.002
O 1.0887 0.7634 -1.4536 -0.005
H 5.1246 4.8251 0.7311 0.000
H 5.0233 3.7213 -1.4795 0.000
H 3.1710 2.1724 -2.0087 0.000
H 1.5227 2.8264 1.9035 -0.004
Cl -3.4086 -3.1938 -2.3855 -0.019
Ge -2.0196 -1.6972 -1.5263 -0.022
Cl -0.0556 -1.3504 -2.8046 -0.028
Cl -0.7626 -3.1732 -0.3882 0.025
C -8.5443 -1.5847 0.3260 0.000
C -7.0837 -1.3348 0.4928 -0.005
C -6.2040 -2.3521 0.8413 0.001
C -4.8543 -2.1192 1.0352 -0.003
C -3.9992 -3.2735 1.4376 -0.012
C -4.3360 -0.8208 0.8312 0.007
Te -2.1676 -0.4760 1.1652 -0.207
C -5.2213 0.2284 0.5056 0.012
C -4.7589 1.6421 0.3076 -0.004
C -6.5639 -0.0529 0.3254 0.000
H -8.7978 -2.6127 0.5695 0.000
H -8.8414 -1.3859 -0.7041 0.000
H -9.1246 -0.9164 0.9626 0.000
H -6.5816 -3.3524 0.9832 0.000
H -4.6055 -4.0162 1.9427 0.000
H -3.2078 -2.9464 2.1115 -0.004
H -3.5634 -3.7327 0.5488 0.001
H -3.7736 1.7960 0.7574 -0.002
H -5.4573 2.3335 0.7730 0.000
H -4.7213 1.8640 -0.7588 0.001
H -7.2335 0.7483 0.0512 -0.001

***

63
Properties=species:S:1:pos:R:3:mulliken_spin:R:1 method="wB97M-V/def2-TZVPD" homo_energy_ev="-10.33 / -10.32" de_lowest_kcal_mol=54.1 total_charge=+1 lumo_ev="-6.6 / -6.6" e_tot_ev=-168016.373 multiplicity=2 orbital_gap_ev="3.78 / 3.76"
Ir -0.6944 -0.6223 0.0014 0.830
Cl -7.6690 0.7003 0.0357 0.000
C -6.1059 -0.0119 0.0317 0.000
C -4.9799 0.7900 0.0610 0.002
Cl -5.0849 2.5046 0.1059 0.000
C -3.7362 0.1747 0.0534 -0.023
Cl -2.2595 1.1244 0.0922 0.002
C -3.5358 -1.1958 0.0140 0.014
O -2.3448 -1.7334 -0.0017 0.008
C -4.6959 -1.9963 -0.0112 0.000
Cl -4.4839 -3.6951 -0.0553 0.000
C -5.9514 -1.4102 -0.0024 0.000
Cl -7.3456 -2.4045 -0.0344 0.000
C 6.3015 -3.0513 1.2371 0.003
C 5.6581 -3.6678 -0.0127 0.000
C 5.9078 -5.1753 0.0042 0.000
C 6.3145 -3.0781 -1.2687 0.003
C 4.1665 -3.3331 -0.0217 0.020
C 3.7620 -2.0004 -0.0534 -0.008
C 2.4134 -1.7495 -0.0592 0.024
Br 1.7957 0.0647 -0.1146 -0.009
C 1.4095 -2.7016 -0.0266 -0.018
O 0.1198 -2.3311 -0.0104 0.148
C 1.7954 -4.0492 -0.0049 0.015
C 3.1689 -4.3035 -0.0017 -0.011
C 0.8461 -5.2593 0.0099 0.008
C -0.6502 -4.9287 0.0126 -0.010
C 1.1303 -6.1074 -1.2406 0.003
C 1.1387 -6.0920 1.2684 0.003
H 7.3671 -3.2870 1.2631 0.000
H 5.8449 -3.4464 2.1462 -0.001
H 6.2024 -1.9644 1.2487 0.000
H 6.9826 -5.3613 0.0082 0.000
H 5.4929 -5.6658 -0.8785 0.000
H 5.4900 -5.6468 0.8957 0.000
H 7.3777 -3.3253 -1.2840 0.001
H 6.2278 -1.9907 -1.2995 -0.001
H 5.8595 -3.4836 -2.1740 -0.001
H 4.4762 -1.1881 -0.0728 0.000
H 3.4745 -5.3384 0.0165 -0.001
H -0.9561 -4.3695 -0.8700 0.001
H -0.9508 -4.3573 0.8891 0.001
H -1.1976 -5.8736 0.0208 0.000
H 0.9385 -5.5344 -2.1497 -0.001
H 0.4729 -6.9785 -1.2457 0.000
H 2.1590 -6.4676 -1.2748 0.000
H 0.9545 -5.5075 2.1718 -0.001
H 2.1665 -6.4546 1.3002 0.000
H 0.4797 -6.9617 1.2892 0.000
C 0.3454 2.5887 0.0546 -0.001
C 1.2843 3.5832 0.0186 -0.006
C 1.9491 3.9873 1.2180 0.000
C 2.8614 5.0058 1.1795 0.000
C 3.1273 5.6357 -0.0429 -0.001
C 2.5020 5.2567 -1.2371 0.000
C 1.5917 4.2356 -1.2157 -0.001
H -0.1330 2.2840 -0.8673 0.001
H 0.0952 2.1351 1.0050 0.004
H 1.7196 3.4767 2.1453 0.000
H 3.3716 5.3264 2.0764 0.000
H 3.8437 6.4481 -0.0652 0.000
H 2.7386 5.7685 -2.1588 0.000
H 1.0886 3.9166 -2.1203 0.000

***

71
Properties=species:S:1:pos:R:3:mulliken_charge:R:1 method="wB97M-V/def2-TZVPD" homo_energy_ev=-7.82 de_lowest_kcal_mol=9.0 total_charge=0 lumo_ev=0.4 e_tot_ev=-197186.264 multiplicity=1 orbital_gap_ev=8.17
Pb -0.1205 0.4165 0.2998 0.816
O -5.7083 -1.7128 4.4118 -0.537
C -4.6227 -2.1395 3.7900 0.764
C -3.4551 -2.6098 4.4461 -0.441
C -2.3997 -2.9825 3.6666 -0.722
N -2.3034 -2.8958 2.3044 -0.374
C -3.3921 -2.4151 1.7428 0.169
Br -3.2405 -2.2160 -0.1444 -0.184
C -4.5674 -1.9989 2.3980 -0.387
H -5.6057 -1.8119 5.3965 0.341
H -3.2989 -2.5580 5.4953 0.383
H -1.4711 -3.2473 4.0801 0.554
H -5.4490 -1.6539 1.8210 0.385
N 2.4950 -1.1323 -3.4208 -0.651
C 2.4025 -1.1658 -1.9787 2.205
C 2.2542 -2.5649 -1.4169 -1.827
C 2.1256 -2.6922 0.0900 0.247
N 0.7394 -2.1834 0.5342 -0.400
C 3.2827 -1.9356 0.8186 -1.278
C 3.4893 -0.5189 0.2407 0.032
N 2.4596 0.4385 0.7569 -0.411
C 3.5036 -0.4386 -1.2891 -1.199
H 0.8355 0.9398 -3.0107 0.248
H 3.3877 -1.5707 -3.6794 0.376
H 2.6386 -0.1714 -3.8414 0.306
H 1.4481 -0.6823 -1.7349 -0.833
H 3.1117 -3.1622 -1.8582 0.406
H 1.3340 -3.0228 -1.8237 0.316
H 2.2024 -3.7407 0.3945 0.428
H 0.6841 -2.3426 1.5010 0.078
H 0.0251 -2.8375 0.1330 0.214
H 4.2319 -2.5137 0.6498 0.426
H 3.0400 -1.8480 1.8774 0.476
H 4.4418 -0.1192 0.6366 0.383
H 2.6527 1.3856 0.5473 0.356
H 2.5488 0.4928 1.7689 0.066
H 4.4613 -0.8101 -1.6702 0.412
H 3.4910 0.6348 -1.5680 0.181
O 1.3619 1.7241 -2.5299 -0.399
C 0.7386 2.8712 -2.8488 -0.304
C 1.0022 4.0776 -2.2180 -0.503
C 0.3230 5.2478 -2.4851 -0.687
C -0.6915 5.2764 -3.4280 -0.590
C -1.1467 4.0625 -3.9431 -0.706
C -0.3977 2.8725 -3.6506 0.921
C -0.8239 1.5767 -4.2452 0.423
N -0.4834 0.4021 -3.8555 -0.186
C -0.9162 -0.4981 -4.8345 -0.779
C -1.5018 0.1553 -5.8378 -0.249
N -1.4947 1.4810 -5.4950 -0.089
H 1.8258 4.0498 -1.5616 0.585
H 0.5323 6.1441 -1.9078 0.409
H -1.2686 6.1441 -3.7356 0.377
H -2.0776 3.9696 -4.5197 0.418
H -0.6087 -1.5304 -4.9964 0.359
H -1.9503 -0.0932 -6.7951 0.438
H -1.7099 2.2358 -6.0702 0.183
Se 0.3725 3.2963 1.1877 -0.336
C 1.6371 2.9244 2.5960 0.249
N 2.4944 2.6252 3.3099 -0.571
F -2.5763 0.9545 1.8687 -0.454
C -1.7673 0.5522 2.8552 0.286
C -0.5044 0.1102 2.5572 0.475
C 0.2186 -0.3279 3.6893 0.477
F 1.5312 -0.7488 3.5714 -0.424
C -0.3267 -0.4793 4.9429 -0.224
F 0.3910 -0.9870 5.9641 -0.336
C -1.6284 -0.0580 5.1595 0.747
F -2.1644 -0.1159 6.3818 -0.461
C -2.3919 0.5043 4.1467 0.041
F -3.6504 0.9675 4.3629 -0.416

***

What did the fourth record say?
71
Properties=species:S:1:pos:R:3:mulliken_charge:R:1 method="wB97M-V/def2-TZVPD" homo_energy_ev=-7.82 de_lowest_kcal_mol=9.0 total_charge=0 lumo_ev=0.4 e_tot_ev=-197186.264 multiplicity=1 orbital_gap_ev=8.17
Pb -0.1205 0.4165 0.2998 0.816
O -5.7083 -1.7128 4.4118 -0.537
C -4.6227 -2.1395 3.7900 0.764
C -3.4551 -2.6098 4.4461 -0.441
C -2.3997 -2.9825 3.6666 -0.722
N -2.3034 -2.8958 2.3044 -0.374
C -3.3921 -2.4151 1.7428 0.169
Br -3.2405 -2.2160 -0.1444 -0.184
C -4.5674 -1.9989 2.3980 -0.387
H -5.6057 -1.8119 5.3965 0.341
H -3.2989 -2.5580 5.4953 0.383
H -1.4711 -3.2473 4.0801 0.554
H -5.4490 -1.6539 1.8210 0.385
N 2.4950 -1.1323 -3.4208 -0.651
C 2.4025 -1.1658 -1.9787 2.205
C 2.2542 -2.5649 -1.4169 -1.827
C 2.1256 -2.6922 0.0900 0.247
N 0.7394 -2.1834 0.5342 -0.400
C 3.2827 -1.9356 0.8186 -1.278
C 3.4893 -0.5189 0.2407 0.032
N 2.4596 0.4385 0.7569 -0.411
C 3.5036 -0.4386 -1.2891 -1.199
H 0.8355 0.9398 -3.0107 0.248
H 3.3877 -1.5707 -3.6794 0.376
H 2.6386 -0.1714 -3.8414 0.306
H 1.4481 -0.6823 -1.7349 -0.833
H 3.1117 -3.1622 -1.8582 0.406
H 1.3340 -3.0228 -1.8237 0.316
H 2.2024 -3.7407 0.3945 0.428
H 0.6841 -2.3426 1.5010 0.078
H 0.0251 -2.8375 0.1330 0.214
H 4.2319 -2.5137 0.6498 0.426
H 3.0400 -1.8480 1.8774 0.476
H 4.4418 -0.1192 0.6366 0.383
H 2.6527 1.3856 0.5473 0.356
H 2.5488 0.4928 1.7689 0.066
H 4.4613 -0.8101 -1.6702 0.412
H 3.4910 0.6348 -1.5680 0.181
O 1.3619 1.7241 -2.5299 -0.399
C 0.7386 2.8712 -2.8488 -0.304
C 1.0022 4.0776 -2.2180 -0.503
C 0.3230 5.2478 -2.4851 -0.687
C -0.6915 5.2764 -3.4280 -0.590
C -1.1467 4.0625 -3.9431 -0.706
C -0.3977 2.8725 -3.6506 0.921
C -0.8239 1.5767 -4.2452 0.423
N -0.4834 0.4021 -3.8555 -0.186
C -0.9162 -0.4981 -4.8345 -0.779
C -1.5018 0.1553 -5.8378 -0.249
N -1.4947 1.4810 -5.4950 -0.089
H 1.8258 4.0498 -1.5616 0.585
H 0.5323 6.1441 -1.9078 0.409
H -1.2686 6.1441 -3.7356 0.377
H -2.0776 3.9696 -4.5197 0.418
H -0.6087 -1.5304 -4.9964 0.359
H -1.9503 -0.0932 -6.7951 0.438
H -1.7099 2.2358 -6.0702 0.183
Se 0.3725 3.2963 1.1877 -0.336
C 1.6371 2.9244 2.5960 0.249
N 2.4944 2.6252 3.3099 -0.571
F -2.5763 0.9545 1.8687 -0.454
C -1.7673 0.5522 2.8552 0.286
C -0.5044 0.1102 2.5572 0.475
C 0.2186 -0.3279 3.6893 0.477
F 1.5312 -0.7488 3.5714 -0.424
C -0.3267 -0.4793 4.9429 -0.224
F 0.3910 -0.9870 5.9641 -0.336
C -1.6284 -0.0580 5.1595 0.747
F -2.1644 -0.1159 6.3818 -0.461
C -2.3919 0.5043 4.1467 0.041
F -3.6504 0.9675 4.3629 -0.416